Formula: CH2Cl2N2
Source: the Open Molecules 2025 dataset
Level of theory: the ωB97M-V functional and the def2-TZVPD basis

Cartesian coordinates (Å):
C 0.271127 -0.021544 0.302302
N 1.295615 -3.184995 -0.413007
N 0.931465 0.568757 1.167186
Cl 2.428946 -3.683407 0.475570
Cl 1.482171 -0.656367 2.268721
H 0.127103 -1.076752 0.061384
H -0.253796 0.659365 -0.286714

Atomic forces in eV per Å
C -1.10 -0.49 -1.64
N -1.56 0.68 -1.23
N 0.67 -0.52 1.73
Cl 1.58 -0.72 1.21
Cl 0.95 -0.06 0.84
H 0.23 0.04 0.65
H -0.77 1.06 -1.56

Properties
Net charge: 0
E_LUMO (alpha / beta) (hartree): -0.0432 / -0.0439
Energy above the lowest of the compared OMol25 structures with the same formula, charge and spin (kcal/mol): 115.0
Kohn-Sham gap (alpha / beta) (hartree): 0.3155 / 0.3147